The following is a quantum chemistry calculation of 6 unconnected molecules or ions with the total composition C25H37FN3O16 at a distorted geometry, from OMol25.

Geometry (Å):
F  2.949173  1.792326  -1.847735
O  -4.319844  -3.276584  -4.941577
O  -4.235305  1.893308  -4.402645
O  -3.838598  -0.095409  -3.411898
O  4.877554  5.456484  1.285694
O  4.744046  7.363725  0.090641
O  -3.535645  -5.266808  -4.270092
O  0.944449  -0.696344  5.973136
O  4.145536  -5.647068  5.072345
O  -0.637124  -2.357732  -1.271619
O  1.783741  -0.609761  8.044832
O  -2.836921  0.438044  -5.351167
O  -3.725647  -4.821172  -6.472770
O  3.902003  5.440207  -0.732584
O  1.768561  1.243688  6.765042
O  3.200277  -4.597841  6.826885
O  3.483051  -3.518297  4.869934
N  -3.765013  2.388099  -1.227308
N  -1.551055  2.133003  -1.923820
N  -2.403797  1.221835  0.186183
C  3.575743  -4.593410  5.700822
C  -4.530743  -3.339504  -3.532237
C  4.253089  4.180549  1.151948
C  -3.652958  0.669877  -4.308799
C  -0.022221  2.097594  0.105192
C  -2.579515  1.886299  -0.969493
C  -0.947338  -0.957058  -1.219928
C  -0.781032  0.996538  3.234725
C  1.524634  0.091157  6.919237
C  1.024512  -2.053803  6.433494
C  -0.525177  -0.474982  0.179683
C  4.242951  -5.327836  3.682891
C  -0.353230  2.714643  -1.270689
C  4.035557  4.074282  -0.339042
C  1.142975  -1.885252  7.926666
C  4.530692  6.205513  0.204996
C  -3.847785  -4.489875  -5.342502
C  4.236068  -3.817882  3.691333
C  1.668975  1.452720  -2.319934
C  0.821839  2.730441  -2.275646
C  -3.598172  -4.445276  -3.103664
C  -3.589547  2.596907  -5.477524
C  -0.990424  0.979772  0.561295
C  -0.944351  0.997040  2.046505
C  -3.048138  1.472451  -6.321534
H  -0.092944  2.893910  0.851947
H  -2.801734  3.229021  -5.062270
H  -4.295483  -2.387676  -3.064495
H  -1.329569  1.322835  -2.495105
H  1.741046  -2.666072  8.389827
H  0.376034  2.849120  -3.273717
H  -2.593823  -4.081104  -2.873343
H  1.904100  -2.527610  6.000134
H  -0.169604  -2.498357  -2.098867
H  -1.049019  -1.125980  0.892025
H  -2.118796  1.731089  -6.822180
H  1.325992  0.667418  -1.641925
H  3.315595  4.186290  1.714178
H  5.151073  -5.743188  3.252768
H  -2.905331  0.336578  0.180215
H  0.138600  -2.615272  6.142652
H  -0.601239  3.765592  -1.087487
H  -3.972973  -5.007838  -2.251415
H  5.236490  -3.393927  3.795188
H  -4.299231  3.222751  -6.012224
H  0.991732  1.702127  0.199981
H  -5.579017  -3.580933  -3.341920
H  1.410405  3.633629  -2.110076
H  1.834859  1.072516  -3.329158
H  4.893215  3.392511  1.542263
H  3.761623  -3.392796  2.809599
H  -2.030022  -0.842237  -1.351645
H  -0.387682  0.757142  4.201717
H  0.539509  -0.593672  0.387040
H  3.147961  3.512323  -0.594975
H  -3.763599  1.117993  -7.064188
H  3.379573  -5.748415  3.163175
H  -4.470389  2.558474  -0.523215
H  0.171801  -1.837556  8.424036
H  -0.379609  -0.486457  -2.029659
H  4.892296  3.638169  -0.856641
H  -4.000880  2.662443  -2.179295

Cartesian forces (eV/Å) of the 6 atoms listed first:
F -0.1 -0.4 -0.1
O 0.2 -0.2 0.1
O 0.2 -0.2 0.2
O 0.2 0.2 0.3
O -0.1 0.0 -0.3
O 0.0 0.0 0.0

Results
- relative energy (zero: lowest compared OMol25 entry of this formula, charge and spin) (kJ/mol) = 51.80
- orbital gap (eV) = 8.627
- highest occupied orbital energy (Eh) = -0.46401
- net charge = +1